Entry 1:
Computed, not measured: C40H59BBr30O6P as an isolated structure, with the ωB97M-V functional and the def2-TZVPD basis.

- electronic energy (eV) = -2165959.7531
- gap between HOMO and LUMO (eV) = 5.676
- HOMO level (hartree) = -0.169
- total charge = -1
- lowest unoccupied orbital energy (eV) = 1.09

Each line ends with the Löwdin charge.
CARTESIAN COORDINATES (ANGSTROEM)
C: -0.80463 1.76096 3.19959  -0.10
C: -1.80041 1.93948 2.05116  -0.24
C: -1.16900 1.98534 0.65571  -0.23
C: -1.27194 0.62412 -0.06299  -0.17
C: -0.30740 0.55265 -1.24205  -0.19
C: 1.08738 -0.08531 -0.95952  -0.39
C: 2.03483 0.61777 -1.97994  0.00
B: 1.75342 0.08378 -3.43086  -0.65
O: 0.80883 0.75353 -4.26146  -0.08
O: 2.40947 -0.97187 -3.97204  0.18
O: 0.96101 -1.42159 -1.47632  -0.27
P: 1.85416 -2.50814 -0.42748  0.60
C: 2.93902 -3.60215 0.72384  -0.30
C: 4.38421 -3.10183 0.89019  -0.27
C: 4.60888 -2.56300 2.30285  -0.22
C: 5.96793 -1.94872 2.51400  -0.24
O: 6.02793 -1.31012 3.82312  -0.10
C: 0.46290 -3.84578 -0.30099  -0.25
C: -1.04415 -3.63489 -0.17806  -0.44
C: -1.76128 -3.13823 -1.43522  -0.03
O: -1.49953 -2.92350 0.97430  -0.09
C: -2.42348 -3.70444 1.68414  -0.19
C: -3.27755 -2.88992 2.61504  -0.19
C: -3.14382 -2.92138 3.99082  -0.04
C: -4.00026 -2.18987 4.79639  -0.09
C: -5.00468 -1.43063 4.22741  -0.11
C: -5.14208 -1.37493 2.85123  -0.09
C: -4.27961 -2.10739 2.05909  -0.03
O: 1.33564 -1.51497 0.89945  -0.24
C: 1.48466 -0.13981 0.52808  -0.29
C: 2.85747 0.33368 1.02277  -0.12
C: 3.29704 1.75481 0.65637  -0.13
C: 2.25003 2.81188 0.82543  -0.22
C: 1.90539 3.55382 -0.28291  -0.06
C: 0.93081 4.51570 -0.24197  -0.08
C: 0.26246 4.76185 0.93812  -0.14
C: 0.62771 4.06809 2.07213  -0.11
C: 1.61302 3.10449 2.02481  -0.05
H: -1.24159 1.14673 3.98382  0.06
H: -0.52879 2.70398 3.66490  0.04
H: 0.11913 1.27464 2.89898  0.06
H: -2.32376 2.87544 2.22102  0.02
H: -2.47514 1.10133 2.07052  0.09
H: -0.11852 2.27018 0.70485  0.07
H: -1.66387 2.75334 0.06244  0.04
H: -2.28635 0.57225 -0.46138  0.11
H: -1.11148 -0.15154 0.67821  0.11
H: -0.18704 1.56329 -1.63123  0.04
H: -0.77669 -0.04959 -2.01147  0.07
H: 1.87032 1.69313 -1.99408  0.08
H: 3.08026 0.40597 -1.76432  0.11
H: -0.07204 0.41918 -4.07012  -0.01
H: 1.97814 -1.18431 -4.80647  0.06
H: 2.35194 -3.28149 -1.57212  0.02
H: 2.98604 -1.64321 -0.71061  0.03
H: 2.98818 -4.59589 0.28666  0.06
H: 2.49532 -3.66177 1.71499  0.07
H: 4.68494 -2.39730 0.11446  0.09
H: 5.04533 -3.96627 0.79174  0.10
H: 4.51216 -3.41191 2.97975  0.11
H: 3.81175 -1.87646 2.57129  0.10
H: 6.18048 -1.16860 1.79241  0.12
H: 6.71001 -2.74520 2.51722  0.12
H: 6.33896 -1.99208 4.42113  0.07
H: 0.72272 -4.48841 0.53970  0.06
H: 0.59496 -4.46245 -1.18506  -0.02
H: -1.43996 -4.64939 -0.03349  0.07
H: -2.00112 -2.09162 -1.29169  0.07
H: -2.72366 -3.64146 -1.51631  0.07
H: -1.16557 -3.28423 -2.32462  0.01
H: -1.88297 -4.43954 2.28987  0.13
H: -3.11799 -4.22451 1.02182  0.13
H: -2.37201 -3.53689 4.42938  0.11
H: -3.91990 -2.22688 5.87070  0.10
H: -5.69299 -0.87782 4.84772  0.09
H: -5.92306 -0.78078 2.40930  0.10
H: -4.40802 -2.07929 0.98782  0.12
H: 0.78402 0.33828 1.20426  0.11
H: 2.84313 0.25822 2.10805  0.11
H: 3.64078 -0.33818 0.69482  0.09
H: 4.14064 2.01072 1.30007  0.12
H: 3.68286 1.80154 -0.35200  0.09
H: 2.39576 3.38146 -1.22623  0.10
H: 0.67926 5.04103 -1.14936  0.11
H: -0.52751 5.48872 0.93218  0.04
H: 0.10882 4.26206 3.00024  0.10
H: 1.89470 2.54730 2.90607  0.12
C: -0.06362 -4.06290 -5.79099  -1.61
Br: 0.24499 -5.07129 -4.18456  0.62
Br: -0.69896 -2.29210 -5.39113  0.65
Br: 1.50035 -4.01636 -6.91478  0.58
H: -0.84130 -4.56227 -6.34854  -0.03
C: -0.54363 -8.57502 -2.19221  -1.64
Br: -2.26849 -9.34325 -1.80368  0.56
Br: -0.23422 -6.96868 -1.18973  0.67
Br: 0.87191 -9.85756 -1.94465  0.56
H: -0.54656 -8.30417 -3.23817  -0.05
C: 9.24105 -0.21044 4.63947  -1.63
Br: 9.60246 -1.23758 6.23249  0.54
Br: 8.87087 1.62871 5.04126  0.56
Br: 10.66197 -0.38604 3.35324  0.57
H: 8.34449 -0.62025 4.18901  -0.06
C: -0.53908 2.51310 -4.90206  -1.55
Br: -0.52327 4.42146 -5.17249  0.55
Br: -1.75728 2.01676 -3.50049  0.77
Br: -0.91305 1.56676 -6.53760  0.61
H: 0.45418 2.21630 -4.58628  -0.05
C: -3.95926 6.92092 -4.36845  -1.63
Br: -3.24122 6.49127 -2.64357  0.54
Br: -2.59362 7.63688 -5.52611  0.55
Br: -4.83235 5.39054 -5.13697  0.55
H: -4.70745 7.68923 -4.24584  -0.03
C: -4.83408 4.98762 1.34854  -1.60
Br: -5.29638 3.34855 2.23422  0.60
Br: -3.07716 4.88711 0.57095  0.70
Br: -6.17667 5.50439 0.06628  0.57
H: -4.80002 5.76200 2.10078  -0.07
C: 8.08538 3.22574 9.08921  -1.65
Br: 8.13262 1.32034 8.85067  0.55
Br: 9.61737 4.07667 8.29132  0.55
Br: 6.43803 3.97922 8.44302  0.57
H: 8.13091 3.41923 10.15005  -0.04
C: -5.25347 1.87786 -8.37154  -1.64
Br: -5.17737 1.15720 -6.59295  0.56
Br: -7.06379 1.92030 -9.03666  0.56
Br: -4.41568 3.60340 -8.47421  0.56
H: -4.69883 1.20966 -9.01456  -0.06
C: -6.80922 -2.15665 -9.29484  -1.65
Br: -6.18067 -2.64367 -7.54783  0.57
Br: -5.37774 -1.48869 -10.39736  0.57
Br: -7.74665 -3.60314 -10.15022  0.57
H: -7.51414 -1.34749 -9.16840  -0.05
C: -4.21120 4.73929 6.32510  -1.64
Br: -3.11591 3.16161 6.35642  0.59
Br: -3.63174 5.97199 4.96158  0.58
Br: -6.08102 4.30702 6.16072  0.56
H: -4.08646 5.24118 7.27248  -0.04

Entry 2:
Computed, not measured: a 13-piece molecular cluster, C4H37N2O12S2 overall, with the ωB97M-V functional and the def2-TZVPD basis.

- electronic energy (eV) = -53965.4605
- gap between HOMO and LUMO (eV) = 9.223
- HOMO level (hartree) = -0.425
- total charge = +1
- lowest unoccupied orbital energy (eV) = -2.34
- relative energy (zero: lowest compared OMol25 entry of this formula, charge and spin) (kcal per mole) = 25.62

Each line ends with the Löwdin charge.
CARTESIAN COORDINATES (ANGSTROEM)
N: 2.72570 -2.08266 2.02531  0.14
C: 2.55993 -2.77081 0.66921  -0.19
C: 1.18433 -2.42941 0.15039  -0.48
S: 1.03969 -0.59422 -0.05249  0.57
S: -0.84784 -0.00334 0.42110  0.56
C: -1.78478 0.06546 -1.14756  -0.51
C: -3.03371 0.98229 -1.20222  -0.31
N: -2.63376 2.25141 -1.77269  0.01
H: 3.64061 -2.34931 2.37974  0.16
H: 2.01803 -2.51341 2.68209  0.10
H: 2.52579 -1.08643 1.92532  0.10
H: 2.66869 -3.83846 0.88708  0.14
H: 3.36573 -2.32878 0.05307  0.14
H: 0.34567 -2.81422 0.70788  0.04
H: 0.99489 -2.97192 -0.80124  0.08
H: -2.13947 -0.95573 -1.28951  0.04
H: -1.13328 0.24076 -1.98938  0.03
H: -3.90138 0.45091 -1.62042  0.12
H: -3.26949 1.01265 -0.09443  0.09
H: -3.40791 2.67424 -2.26510  0.08
H: -2.19231 2.90981 -1.14752  0.05
H: -1.75363 -2.93926 1.21909  0.00
H: -2.20338 -2.22701 2.53622  0.05
O: -1.52229 -2.80424 2.16369  -0.09
H: -0.01117 -3.40482 2.84942  0.02
H: 0.46547 -3.10842 4.31398  0.08
O: 0.76809 -3.35667 3.43635  -0.05
H: -3.66131 -1.64913 0.74288  0.02
H: -4.61852 -0.52940 0.90139  0.03
O: -4.04455 -1.08223 1.42722  -0.05
H: 0.14061 4.85196 -1.23310  0.08
H: -0.28592 4.08555 0.00463  0.03
O: -0.24753 3.99952 -0.98031  -0.08
H: 2.15926 2.11108 2.21405  0.02
H: 0.76668 1.34902 2.52874  0.01
O: 1.33624 2.09563 2.76560  -0.08
H: 3.16376 2.86767 0.46938  0.02
H: 4.46235 2.48801 1.10017  0.06
O: 3.53743 2.21841 1.09892  -0.08
H: -1.73744 -3.17542 -1.36545  0.02
H: -2.36761 -4.31930 -0.57491  0.07
O: -2.12388 -3.39454 -0.48881  -0.06
H: 0.54054 0.53616 -3.03141  0.01
H: 0.94999 -0.14624 -4.39692  0.06
O: 0.61500 -0.31742 -3.51235  -0.08
H: 1.43508 3.27919 -1.14970  0.00
H: 2.49798 2.78021 -2.06011  0.05
O: 2.34654 2.92862 -1.12183  -0.07
H: -0.15758 -1.70731 -2.61252  0.01
H: -0.48060 -2.77593 -3.55812  0.08
O: -0.47290 -2.65170 -2.58881  -0.09
H: 0.01316 2.30088 -4.17091  0.06
H: -0.23525 2.74244 -2.71961  0.02
O: 0.46018 2.43272 -3.33310  -0.06
H: 0.27335 3.45061 2.29419  0.02
H: -1.02026 4.28921 2.26531  0.07
O: -0.17903 4.17218 1.78172  -0.08

Entry 3:
Computed, not measured: a 2-piece molecular cluster, CH6N3O overall, with the ωB97M-V functional and the def2-TZVPD basis.

- electronic energy (eV) = -7638.9577
- gap between HOMO and LUMO (alpha / beta) (eV) = 10.735 / 6.663
- HOMO level (alpha / beta) (hartree) = -0.550 / -0.462
- total charge = +1
- lowest unoccupied orbital energy (alpha / beta) (eV) = -4.22 / -5.91
- relative energy (zero: lowest compared OMol25 entry of this formula, charge and spin) (kcal per mole) = 129.80

Each line ends with the Löwdin charge.
CARTESIAN COORDINATES (ANGSTROEM)
C: 0.82220 -0.99365 -0.38879  -0.11
N: 3.64315 0.35470 -0.24727  0.15
N: -0.13029 1.18830 0.39772  0.06
N: 0.70312 0.47029 -0.50744  -0.04
O: 3.58151 -0.74896 -0.01568  0.01
H: 0.58776 -1.41323 -1.42230  0.12
H: 0.18488 -1.61609 0.30397  0.11
H: 1.93488 -1.22030 -0.42551  0.04
H: 0.53542 1.78509 1.11236  0.24
H: -0.84283 0.64299 1.08917  0.23
H: -0.62596 1.90766 -0.23834  0.20